# 1
Computed, not measured: a structure of composition C10H5Cl5O5Rh, with ωB97M-V/def2-TZVPD.

Structure (XYZ):
```
26
Properties=species:S:1:pos:R:3:forces:R:3:lowdin_charge:R:1
Rh 7.3422 7.5988 6.0889 -0.698 0.242 0.019 1.13
O 4.7252 10.9619 5.1307 0.824 -0.040 -1.379 0.22
C 5.6944 10.1005 5.1593 2.771 -1.164 1.210 -0.42
O 5.8399 9.3015 6.1095 -0.411 0.497 -1.543 -0.03
C 6.8180 10.2786 4.0716 -1.667 1.360 1.783 -0.09
O 7.7663 9.2828 4.1795 -0.021 -1.075 0.419 -0.27
C 8.9163 9.4046 3.4497 0.342 0.887 -0.433 0.02
C 5.1318 5.1077 5.0236 0.258 1.213 1.657 -0.40
O 5.0016 3.9819 4.8441 -0.046 0.226 -0.584 0.25
O 5.2638 6.2355 5.3796 -0.071 -1.354 -1.047 0.08
H 4.1946 10.7322 5.8760 -1.336 0.049 1.288 0.14
H 7.2401 11.2944 4.3719 -0.469 -0.956 -1.088 0.18
H 6.2566 10.1792 3.1553 0.305 0.727 -0.801 0.15
H 9.3667 8.4850 3.1119 -0.077 0.048 0.136 0.08
H 9.3136 10.4126 3.2467 -0.361 -0.696 0.145 0.10
Cl 9.4754 9.2055 6.7304 0.408 -0.601 -0.227 0.72
C 10.0614 7.7505 5.8893 -0.731 0.177 -0.052 -0.68
C 9.1161 6.7491 5.6893 0.660 0.323 0.350 -0.35
C 9.5547 5.5179 5.2001 -0.190 0.927 -0.132 -0.72
Cl 8.3671 4.3103 5.0064 -0.185 -0.621 -0.064 0.76
C 10.8904 5.3282 4.8553 -0.503 -0.140 0.799 -0.70
Cl 11.4656 3.7406 4.6244 0.211 0.028 -0.456 0.75
C 11.7390 6.4360 4.9300 1.473 -1.219 -1.355 -0.67
Cl 13.3590 6.3288 4.3207 -0.379 -0.436 0.205 0.73
C 11.3445 7.6484 5.4024 -0.139 1.209 1.204 -0.75
Cl 12.4578 8.9235 5.5998 0.031 0.389 -0.053 0.74
```
Positions in Å, forces in eV/Å.

HOMO (spin up / spin down): -11.6 / -12.2 eV
expectation value of S²: 6.01
charge: +1
2S+1: 5
orbital gap (spin up / spin down): 8.679 / 6.351 eV
LUMO level (spin up / spin down): -2.95 / -5.89 eV



# 2
Computed, not measured: a structure of composition C24H22Cl2IrN7O10, with ωB97M-V/def2-TZVPD.

Structure (XYZ):
```
66
Properties=species:S:1:pos:R:3:forces:R:3:lowdin_charge:R:1
Ir 1.2129 -0.5575 0.8665 2.411 -1.962 0.389 1.44
N 1.8945 -2.5628 1.4012 -1.104 0.993 0.118 0.00
C 3.3666 -2.6984 1.4140 0.331 0.122 0.228 -0.25
C 3.8738 -3.7400 0.4360 -0.342 -0.340 -0.119 -0.14
C 3.5151 -3.4549 -1.0248 0.222 -0.165 0.014 -0.16
C 4.4043 -2.3901 -1.6824 -0.319 0.162 -0.157 -0.14
N 3.8580 -1.0360 -1.5719 0.382 -0.181 -0.014 0.10
C 2.7662 -0.6051 -2.1975 -0.361 0.844 -0.465 -0.44
N 2.3222 0.6211 -1.9858 -1.070 -2.789 -2.726 0.21
N 2.1568 -1.3943 -3.1007 0.045 -0.338 -0.299 0.21
C 4.0443 -1.3603 1.1339 -0.292 -0.357 0.465 -0.61
O 5.2418 -1.3243 0.9510 -0.034 0.256 0.050 0.09
O 3.2389 -0.3458 1.0812 0.415 1.086 -0.093 -0.17
H 1.4686 -2.7985 2.2899 0.080 -0.219 -0.006 0.12
H 1.4517 -3.1107 0.6661 -0.022 -0.121 0.089 0.09
H 3.7060 -2.9710 2.4142 -0.186 -0.083 0.090 0.16
H 3.4634 -4.7151 0.7126 0.007 0.016 0.051 0.12
H 4.9552 -3.7975 0.5536 0.008 -0.015 -0.011 0.13
H 2.4608 -3.1664 -1.1136 0.071 -0.089 -0.049 0.09
H 3.6354 -4.3892 -1.5754 -0.033 -0.012 -0.053 0.12
H 4.5753 -2.6209 -2.7367 -0.064 0.018 -0.021 0.12
H 5.3751 -2.3791 -1.1945 0.016 0.097 -0.082 0.12
H 4.3032 -0.4013 -0.9206 -0.035 0.010 -0.176 0.14
H 2.7302 1.2579 -1.2840 0.901 -0.200 -0.180 -0.07
H 1.5701 1.0024 -2.5361 -0.086 -0.260 -0.226 0.11
H 2.3778 -2.3734 -3.1286 -0.027 0.007 -0.021 0.10
H 1.2229 -1.1552 -3.3880 0.035 0.020 0.067 0.12
N -7.6097 3.3666 2.3269 0.041 -0.019 0.007 0.16
C -6.6004 2.8172 2.3029 0.152 -0.104 0.037 -0.18
C -5.3285 2.1330 2.2715 -0.199 0.060 -0.009 -0.22
C -4.1548 2.8419 2.5179 0.175 0.082 -0.039 -0.02
C -2.9326 2.1977 2.4510 -0.122 0.072 0.005 -0.02
C -2.8685 0.8383 2.1312 0.337 -0.146 0.128 -0.23
C -4.0524 0.1293 1.9172 0.010 0.005 0.339 -0.04
C -5.2765 0.7703 1.9908 -0.045 0.005 0.309 -0.04
C -1.5851 0.2097 1.9621 -0.600 0.036 0.583 -0.10
C -0.5001 -0.2858 1.7640 -0.091 -0.107 -1.084 -0.18
H -4.2055 3.8970 2.7524 0.000 -0.011 -0.014 0.12
H -2.0136 2.7376 2.6357 -0.011 0.006 -0.023 0.10
H -4.0059 -0.9278 1.6896 -0.020 0.046 0.020 0.12
H -6.1939 0.2216 1.8244 0.062 0.051 0.017 0.12
Cl 0.4885 4.0294 1.4314 0.112 0.002 -0.090 0.65
C 2.1362 3.4850 1.0926 -0.273 0.008 0.164 -0.97
Cl 2.9961 3.0780 2.5976 -0.036 0.007 -0.095 0.64
C 2.1827 2.2287 0.2203 -0.982 0.208 1.181 -0.68
O 3.1640 2.1095 -0.5037 1.172 2.080 1.916 0.09
O 1.1807 1.4267 0.3337 0.325 0.752 0.563 -0.24
H 2.6684 4.2928 0.6095 0.070 0.041 -0.019 0.07
O -1.3979 -2.8929 -1.1715 0.238 -0.136 -0.048 0.11
C -0.8691 -1.8397 -0.9068 -0.376 0.257 0.154 -0.55
O 0.4175 -1.7307 -0.6090 -0.531 0.526 0.447 -0.23
C -1.6589 -0.5602 -0.9916 0.045 0.092 -0.203 -0.12
C -3.0434 -0.5943 -0.9367 0.023 -0.208 -0.025 0.07
C -3.7440 0.5892 -1.0531 -0.058 0.041 -0.148 -0.12
C -3.1259 1.8051 -1.2647 -0.184 0.244 -0.010 0.10
C -1.7505 1.7986 -1.3443 0.081 -0.036 -0.073 -0.09
C -1.0116 0.6460 -1.1961 0.046 -0.013 -0.319 0.03
N -1.0321 3.0541 -1.6424 -0.250 -0.120 0.089 -0.33
O 0.0843 2.9554 -2.1203 0.166 -0.024 0.022 0.07
O -1.5997 4.0956 -1.4142 -0.015 0.008 -0.009 0.10
N -5.2165 0.5607 -0.9480 0.123 -0.083 -0.206 -0.34
O -5.7160 -0.4171 -0.4311 -0.050 -0.171 -0.393 0.07
O -5.8269 1.5161 -1.3733 -0.019 0.093 0.061 0.10
H -3.5574 -1.5348 -0.7988 -0.023 0.016 0.002 0.14
H -3.6958 2.7162 -1.3714 -0.020 -0.003 0.020 0.14
H 0.0635 0.7023 -1.2252 -0.223 -0.056 -0.118 0.07
```
Positions in Å, forces in eV/Å.

HOMO: -8.3 eV
relative energy (zero: lowest compared OMol25 entry of this formula, charge and spin): 0.921 eV
orbital gap: 6.983 eV
LUMO level: -1.27 eV



# 3
Computed, not measured: a structure of composition C10H35BrN13O7Y, with ωB97M-V/def2-TZVPD.

Structure (XYZ):
```
67
Properties=species:S:1:pos:R:3:forces:R:3:lowdin_charge:R:1
Y 1.0414 0.0062 0.5992 0.789 -0.364 0.552 1.36
Br 3.6404 -0.2033 1.8697 -0.285 0.170 -0.276 -0.05
C 2.0523 -3.3509 0.3972 0.700 0.798 0.730 -0.63
O 1.4747 -2.2546 0.4368 -0.720 -0.405 -1.001 -0.14
N 1.7004 -4.3601 -0.4292 -0.013 0.052 0.101 0.19
N 3.0817 -3.5641 1.2383 0.044 -0.766 0.108 0.18
H 0.8728 -4.2480 -0.9833 0.052 -0.039 -0.113 0.11
H 2.3935 -5.0382 -0.6941 -0.167 -0.143 -0.021 0.12
H 3.3889 -4.4997 1.4456 0.203 0.053 -0.161 0.12
H 3.5066 -2.7837 1.7286 -0.154 0.296 -0.124 0.01
C -1.9303 -1.8826 0.9094 -0.778 -0.342 1.001 -0.60
O -0.9991 -1.0948 0.7819 -0.432 0.206 -0.582 -0.10
N -2.7006 -1.9448 2.0340 0.068 -0.297 -0.842 0.20
N -2.2849 -2.7761 -0.0465 0.646 0.299 -0.513 0.20
H -2.6185 -1.3037 2.8001 0.227 -0.014 0.020 0.11
H -3.4731 -2.5858 1.9853 -0.160 0.184 0.531 0.11
H -3.0273 -3.4486 0.0167 -0.051 0.081 0.144 0.12
H -1.7880 -2.6954 -0.9147 -0.057 -0.163 -0.040 0.11
C 2.9816 -0.5725 -2.3728 -0.561 0.333 0.184 -0.61
O 2.3291 -0.2075 -1.3842 -0.074 -0.145 -0.234 -0.13
N 4.1675 -0.0202 -2.6773 -0.259 -0.426 -0.226 0.21
N 2.4810 -1.4752 -3.2559 0.463 -0.034 -0.060 0.19
H 4.5122 0.7348 -2.1120 0.222 -0.184 0.127 0.13
H 4.6747 -0.3867 -3.4626 0.352 0.356 0.064 0.12
H 1.5563 -1.8413 -3.1433 0.041 -0.058 0.210 0.10
H 3.0389 -1.8020 -4.0253 -0.148 -0.045 -0.077 0.11
C 2.2936 3.0155 -0.6546 0.853 -0.949 0.422 -0.61
O 1.7978 2.0894 0.0035 -0.410 0.567 -0.057 -0.15
N 2.2684 3.0261 -2.0006 0.210 0.692 -0.556 0.20
N 3.0096 3.9891 -0.0570 -0.294 0.231 -0.106 0.21
H 2.8192 3.7120 -2.4890 -0.148 0.015 -0.114 0.12
H 1.9035 2.2755 -2.5538 -0.035 -0.228 0.337 0.10
H 2.9756 4.0800 0.9428 0.076 -0.196 0.018 0.13
H 3.4362 4.7328 -0.5806 -0.057 0.053 0.036 0.12
C -1.2043 2.3189 2.0836 -0.881 0.068 0.108 -0.62
O -0.3018 1.6619 1.5541 0.041 -0.334 0.229 -0.10
N -2.4917 1.8919 2.1230 0.414 -0.113 -0.114 0.21
N -0.9634 3.5181 2.6381 0.701 0.006 -0.016 0.21
H -2.6895 0.9745 1.7668 -0.109 0.068 -0.126 0.09
H -3.2073 2.4216 2.5865 -0.077 -0.093 -0.006 0.12
H 0.0114 3.7353 2.7560 -0.077 0.299 -0.034 0.12
H -1.6611 4.1649 2.9570 -0.065 -0.110 0.092 0.12
C 0.5976 -1.6228 3.7743 1.285 -0.084 0.488 -0.62
O 0.6804 -0.9213 2.7688 -0.677 0.262 -0.127 -0.14
N 1.0461 -2.9017 3.8362 -0.661 0.488 0.144 0.20
N 0.1626 -1.1168 4.9534 -0.611 0.528 0.002 0.18
H 1.4545 -3.3227 3.0224 0.235 0.005 0.095 0.08
H 1.1656 -3.2695 4.7627 0.189 -0.537 -0.252 0.11
H -0.1613 -0.1664 4.9545 0.168 0.053 -0.032 0.11
H 0.1656 -1.5853 5.8412 0.056 -0.257 -0.148 0.11
C -1.4054 2.7129 -1.2558 0.134 -0.269 0.265 -0.03
C -1.6787 1.2320 -1.4130 -1.134 -0.524 -0.424 -0.40
C -2.7020 0.9125 -2.5235 0.723 -0.110 -0.153 -0.22
O -3.9700 1.2818 -2.0772 0.155 -0.049 0.082 -0.16
C -5.0201 0.7342 -2.8340 -0.604 -0.401 -0.737 -0.10
N -0.4326 0.4356 -1.6029 -0.390 0.834 -0.575 0.03
H -1.0713 3.1728 -2.1883 -0.138 -0.035 -0.082 0.09
H -0.6241 2.8628 -0.5125 -0.034 0.107 0.032 0.05
H -2.3212 3.1899 -0.9108 0.039 0.174 -0.145 0.10
H -2.2471 0.8356 -0.5660 0.603 0.146 0.442 0.11
H -2.6192 -0.1757 -2.6966 -0.363 -0.048 0.006 0.12
H -2.4571 1.3876 -3.4855 -0.008 0.132 0.057 0.14
H -5.2032 -0.3334 -2.6508 0.161 0.082 0.521 0.09
H -4.8621 0.7569 -3.9199 0.270 0.497 0.075 0.09
H -5.9217 1.2984 -2.6135 -0.001 -0.034 0.078 0.10
H 0.0622 0.9680 -2.3208 0.438 -0.014 0.318 0.08
H -0.7061 -0.3743 -2.1598 0.075 -0.325 0.457 0.08
```
Positions in Å, forces in eV/Å.

HOMO: -12.8 eV
charge: +2
relative energy (zero: lowest compared OMol25 entry of this formula, charge and spin): 0.000 eV
orbital gap: 8.094 eV
LUMO level: -4.66 eV



# 4
Computed, not measured: a structure of composition C32H22F15GeIrN4OS6Se, with ωB97M-V/def2-TZVPD.

Structure (XYZ):
```
83
Properties=species:S:1:pos:R:3:forces:R:3:lowdin_charge:R:1
Ir -0.7527 -0.0233 1.8025 -0.180 0.381 -0.619 0.56
C -2.5510 1.5724 -0.0830 -0.075 0.101 -0.040 -0.19
C -3.6214 1.0855 0.8723 0.057 0.031 0.039 -0.16
N -3.0928 0.0238 1.7523 0.089 -0.403 0.233 -0.19
C -3.7126 0.0068 3.0890 -0.094 0.188 0.048 -0.26
C -3.3624 1.2580 3.8915 -0.023 0.200 -0.085 -0.40
S -1.6475 1.8039 3.6503 -0.287 -0.073 0.462 0.91
C -1.8010 3.2246 2.5305 0.016 -0.006 0.027 -0.39
C -1.0014 3.0234 1.2555 -0.085 0.100 0.040 -0.25
N -1.2494 1.7265 0.5944 0.323 -0.035 -0.174 -0.26
H -2.8578 2.5108 -0.5539 0.028 0.032 0.031 0.14
H -2.4010 0.8312 -0.8636 0.026 0.053 -0.013 0.05
H -4.4800 0.7270 0.2997 -0.049 -0.019 0.053 0.14
H -3.9806 1.8966 1.5003 -0.012 -0.017 -0.006 0.10
H -3.2212 -0.8913 1.3293 -0.115 0.033 0.001 0.07
H -3.3385 -0.8805 3.5928 0.019 -0.013 0.014 0.07
H -4.8023 -0.0701 3.0209 -0.005 -0.041 -0.071 0.13
H -3.4649 1.0393 4.9532 -0.026 0.020 0.001 0.09
H -4.0124 2.1060 3.6731 -0.067 -0.062 0.023 0.08
H -1.3873 4.0832 3.0578 -0.058 0.042 -0.017 0.09
H -2.8561 3.4254 2.3545 0.019 0.026 -0.055 0.08
H 0.0660 3.0481 1.4767 0.007 -0.013 -0.004 0.10
H -1.2233 3.8436 0.5659 0.039 -0.022 -0.054 0.14
H -0.5026 1.6073 -0.0930 -0.097 0.246 -0.126 0.02
O 0.2258 -2.8139 8.0299 -0.004 0.024 -0.045 -0.02
C 0.1417 -2.3866 6.9216 0.052 -0.048 0.073 -0.97
S -0.8726 -3.1333 5.6485 0.018 0.071 -0.025 0.98
C -0.4769 -1.9494 4.4296 -0.943 -0.686 -0.183 -1.11
C 0.3567 -0.9849 4.7338 0.514 0.960 0.330 -1.11
S 0.8878 0.1778 3.5379 0.267 -0.262 0.180 0.47
S 1.0023 -0.9233 6.3547 -0.006 -0.062 -0.039 1.00
S -1.1529 -2.0720 2.8148 0.456 -0.432 -0.096 0.56
C -3.2827 -0.8954 -2.8208 -0.018 -0.049 0.042 0.00
N -3.3432 -2.0825 -1.9702 -0.060 0.110 -0.123 -0.11
C -4.2538 -3.1060 -2.1336 0.028 0.168 -0.062 -0.02
C -3.9665 -4.0401 -1.2070 0.133 -0.030 0.148 -0.02
N -2.8807 -3.5816 -0.4909 -0.017 -0.017 -0.006 -0.10
C -2.2114 -4.3363 0.5683 -0.013 -0.077 -0.076 -0.03
C -2.4986 -2.3761 -0.9600 -0.143 -0.186 0.220 -0.57
Se -0.9501 -1.4068 -0.4959 0.120 -0.487 0.535 0.82
H -3.5483 -1.1791 -3.8356 -0.003 -0.004 -0.005 0.11
H -2.2718 -0.4995 -2.8107 -0.060 -0.052 -0.020 0.04
H -3.9803 -0.1380 -2.4655 -0.036 -0.009 -0.006 0.10
H -5.0106 -3.0829 -2.8973 0.008 0.019 -0.001 0.14
H -4.4254 -4.9910 -1.0042 0.011 0.001 0.022 0.14
H -2.4480 -5.3889 0.4383 0.008 0.007 -0.041 0.10
H -2.5463 -4.0016 1.5439 -0.043 -0.003 0.019 0.05
H -1.1381 -4.1824 0.4934 0.008 0.028 0.004 0.07
F 3.8124 -0.1111 -3.6217 0.027 0.058 0.010 0.11
C 3.4981 -1.2604 -3.0069 -0.111 -0.043 -0.040 -0.22
C 2.8841 -1.2268 -1.7646 -0.111 -0.095 0.001 -0.14
C 2.6271 -2.4468 -1.1620 0.109 -0.010 0.077 -0.24
F 2.1189 -2.5115 0.0695 -0.117 0.089 0.034 0.06
C 2.9264 -3.6470 -1.7810 -0.045 -0.084 0.033 -0.13
F 2.6598 -4.8059 -1.1805 0.006 0.064 -0.018 0.13
C 3.5100 -3.6405 -3.0341 0.039 -0.129 -0.060 -0.12
F 3.7930 -4.7857 -3.6386 -0.007 0.053 0.025 0.15
C 3.8082 -2.4391 -3.6542 0.017 -0.004 -0.058 -0.13
F 4.3768 -2.4353 -4.8546 0.016 0.022 0.007 0.14
Ge 2.4577 0.5141 -1.0050 -0.142 -0.097 -0.490 0.79
S 1.3957 0.6365 0.9320 0.299 -0.100 0.104 0.28
C 4.0749 1.4113 -0.4084 -0.020 0.020 0.315 -0.16
C 5.3071 0.7868 -0.2980 -0.031 0.018 -0.016 -0.20
F 5.4831 -0.4663 -0.7316 -0.034 0.007 -0.005 0.11
C 6.4024 1.4191 0.2630 0.083 -0.041 -0.013 -0.13
F 7.5747 0.7999 0.3482 -0.040 0.004 -0.009 0.14
C 6.2680 2.7076 0.7449 0.134 0.078 0.074 -0.12
F 7.3072 3.3210 1.2912 -0.053 -0.024 -0.037 0.16
C 5.0486 3.3590 0.6613 -0.011 0.054 0.006 -0.13
F 4.9242 4.5976 1.1287 -0.017 -0.011 -0.012 0.14
C 3.9786 2.7011 0.0940 0.087 -0.032 0.012 -0.25
F 2.8097 3.3586 0.0303 -0.055 -0.011 -0.039 0.07
C 1.6901 1.5722 -2.4967 -0.066 0.061 0.021 -0.12
C 0.4846 1.1987 -3.0615 0.052 0.129 -0.083 -0.23
F -0.1613 0.1122 -2.5932 0.296 0.317 -0.377 -0.06
C -0.1238 1.8805 -4.0962 0.003 -0.013 0.033 -0.14
F -1.3003 1.4721 -4.5809 -0.046 -0.029 0.008 0.12
C 0.4981 2.9967 -4.6199 -0.072 0.081 -0.117 -0.13
F -0.0700 3.6774 -5.6043 0.019 -0.034 0.017 0.15
C 1.7197 3.3953 -4.1096 0.037 0.079 -0.024 -0.13
F 2.3289 4.4574 -4.6218 -0.001 -0.029 0.020 0.15
C 2.2958 2.6847 -3.0706 0.027 -0.054 0.033 -0.21
F 3.4894 3.1124 -2.6592 0.001 -0.029 0.016 0.12
```
Positions in Å, forces in eV/Å.

HOMO (spin up / spin down): -9.5 / -9.5 eV
expectation value of S²: 0.76
charge: +1
relative energy (zero: lowest compared OMol25 entry of this formula, charge and spin): 3.255 eV
2S+1: 2
orbital gap (spin up / spin down): 5.525 / 5.391 eV
LUMO level (spin up / spin down): -4.01 / -4.09 eV